C24H39BrN5O2PtTe | wB97M-V/def2-TZVPD

Values from the calculation:
**Highest occupied orbital energy (alpha / beta)**: -14.57 / -14.57 eV
**Energy**: -4322.53075 Ha
**Charge**: +3
**Frontier orbital gap (alpha / beta)**: 7.122 / 3.393 eV
**Expectation value of S²**: 6.0247
**Spin multiplicity**: 5
**Largest force on an atom**: 1.6 eV/A
**LUMO level (alpha / beta)**: -7.450 / -11.175 eV

Structure (XYZ):
```
73
Properties=species:S:1:pos:R:3:lowdin_charge:R:1
Pt -0.78 -1.41 0.82 1.014
N -1.45 -3.00 -0.79 -0.034
C -0.81 -4.30 -0.55 -0.209
C 0.58 -4.09 0.05 -0.185
N 0.57 -3.25 1.26 -0.163
C 0.14 -3.92 2.50 -0.175
C -1.38 -3.92 2.70 -0.202
N -1.92 -2.57 2.49 -0.026
H -2.46 -3.09 -0.85 0.119
H -1.12 -2.60 -1.66 0.067
H -0.70 -4.87 -1.47 0.139
H -1.44 -4.89 0.12 0.109
H 1.20 -3.59 -0.69 0.117
H 1.01 -5.07 0.27 0.139
H 1.53 -2.95 1.40 0.117
H 0.59 -3.38 3.33 0.117
H 0.50 -4.95 2.52 0.139
H -1.58 -4.28 3.71 0.139
H -1.86 -4.61 2.01 0.110
H -1.84 -2.00 3.32 0.100
H -2.90 -2.59 2.23 0.108
C 4.80 2.33 -5.63 0.001
C 3.92 1.75 -4.59 -0.182
C 3.31 0.50 -4.75 0.045
C 2.41 0.00 -3.84 -0.308
C 1.78 -1.34 -4.04 -0.083
C 2.11 0.76 -2.69 -0.448
Te 0.42 0.14 -1.58 1.506
C 2.78 1.98 -2.45 -0.291
C 2.56 2.77 -1.21 -0.052
C 3.68 2.44 -3.39 0.037
H 4.89 1.68 -6.50 0.097
H 5.79 2.53 -5.23 0.114
H 4.40 3.30 -5.94 0.116
H 3.52 -0.08 -5.64 0.139
H 2.07 -1.77 -4.99 0.101
H 0.69 -1.25 -4.03 0.055
H 2.09 -2.02 -3.25 0.083
H 1.87 2.25 -0.54 0.010
H 2.14 3.75 -1.44 0.107
H 3.50 2.94 -0.69 0.102
H 4.18 3.38 -3.22 0.146
N 1.13 1.94 4.60 0.068
C 2.07 0.95 4.02 -0.086
C 1.28 -0.21 3.39 -0.180
N 0.33 0.24 2.38 -0.125
C -0.57 1.25 2.94 -0.171
C 0.19 2.43 3.55 -0.078
H 1.65 2.73 5.01 0.204
H 0.59 1.51 5.36 0.201
H 2.73 0.57 4.80 0.151
H 2.68 1.45 3.27 0.147
H 0.73 -0.75 4.17 0.131
H 2.00 -0.90 2.94 0.127
H 0.83 0.64 1.59 0.079
H -1.20 0.77 3.69 0.139
H -1.23 1.61 2.15 0.123
H -0.52 3.14 3.98 0.153
H 0.77 2.95 2.78 0.146
Br -6.85 4.56 -2.01 0.797
C -5.64 3.28 -1.27 -0.647
C -5.79 2.89 0.06 -0.095
C -4.91 1.97 0.60 -0.007
C -3.87 1.46 -0.18 -0.149
C -3.73 1.87 -1.51 -0.023
C -4.62 2.77 -2.06 -0.102
C -2.90 0.50 0.40 -0.638
O -3.07 -0.11 1.46 -0.016
O -1.80 0.32 -0.26 -0.426
H -6.59 3.30 0.66 0.111
H -5.01 1.64 1.62 0.121
H -2.92 1.46 -2.10 0.102
H -4.51 3.08 -3.09 0.110
```